(1)
{
  "formula": "C33H32Cl3CsGeNO12",
  "method": "wB97M-V/def2-TZVPD",
  "spin_multiplicity": 2,
  "homo_lumo_gap_ha": [0.23970, 0.23408],
  "charge": -2,
  "lumo_energy_ev": [3.77, 3.58],
  "s_squared": 0.753,
  "symbols": ["Cs", "O", "C", "O", "C", "O", "C", "C", "O", "O", "H", "H", "H", "H", "H", "Cl", "C", "C", "C", "Cl", "C", "O", "C", "C", "O", "C", "H", "H", "H", "C", "C", "C", "C", "C", "C", "Ge", "C", "C", "C", "C", "C", "C", "C", "C", "C", "C", "C", "C", "H", "H", "H", "H", "H", "H", "H", "H", "H", "H", "H", "H", "H", "H", "H", "C", "N", "C", "C", "C", "O", "H", "H", "H", "H", "H", "H", "H", "H", "H", "O", "Cl", "O", "O", "O"],
  "positions_angstrom": [[1.997, 0.620, 1.204], [4.098, -0.448, -2.514], [3.287, 0.457, -1.966], [2.192, 0.213, -1.523], [3.903, 1.839, -1.963], [3.385, 2.566, -0.892], [4.156, 3.730, -0.600], [3.861, 4.295, 0.797], [4.056, 5.528, 0.887], [3.539, 3.469, 1.678], [3.771, -1.346, -2.259], [4.990, 1.724, -1.888], [3.684, 2.308, -2.936], [5.223, 3.462, -0.615], [3.982, 4.499, -1.358], [-4.325, 4.705, 4.914], [-3.123, 3.525, 4.391], [-2.336, 2.876, 5.360], [-1.412, 1.950, 4.986], [-0.465, 1.142, 6.217], [-1.173, 1.560, 3.599], [-0.363, 0.678, 3.281], [-1.997, 2.287, 2.657], [-1.877, 2.078, 1.225], [-1.075, 1.362, 0.651], [-2.949, 3.232, 3.069], [-2.468, 3.113, 6.408], [-2.622, 2.642, 0.621], [-3.549, 3.733, 2.316], [-1.273, -4.926, -2.895], [-2.416, -4.195, -2.603], [-2.319, -2.843, -2.284], [-1.081, -2.199, -2.263], [0.063, -2.955, -2.545], [-0.031, -4.302, -2.864], [-0.895, -0.301, -1.818], [-2.709, 0.428, -1.806], [-3.601, 0.081, -0.784], [-4.882, 0.610, -0.726], [-5.301, 1.521, -1.690], [-4.428, 1.891, -2.702], [-3.145, 1.349, -2.759], [-0.059, 0.551, -3.361], [0.383, 1.873, -3.250], [0.992, 2.517, -4.317], [1.180, 1.843, -5.520], [0.747, 0.532, -5.645], [0.131, -0.110, -4.572], [-1.346, -5.980, -3.138], [-3.387, -4.676, -2.618], [-3.224, -2.288, -2.069], [1.042, -2.494, -2.488], [0.871, -4.866, -3.065], [-3.279, -0.598, -0.001], [-5.547, 0.327, 0.081], [-6.295, 1.949, -1.642], [-4.739, 2.610, -3.451], [-2.480, 1.653, -3.559], [0.278, 2.400, -2.307], [1.335, 3.538, -4.203], [1.670, 2.338, -6.351], [0.894, -0.002, -6.577], [-0.200, -1.135, -4.688], [2.073, -2.086, 5.596], [1.124, -2.646, 4.655], [0.194, -3.628, 5.170], [1.037, -2.107, 3.397], [-0.138, -2.490, 2.539], [1.858, -1.290, 3.013], [1.551, -1.605, 6.428], [2.674, -1.343, 5.083], [2.728, -2.867, 5.993], [0.597, -4.017, 6.106], [0.076, -4.472, 4.491], [-0.795, -3.209, 5.381], [-0.656, -3.392, 2.852], [0.197, -2.591, 1.512], [-0.825, -1.639, 2.586], [1.563, -2.283, -0.093], [2.991, -2.517, 0.004], [3.268, -3.609, 0.899], [3.501, -2.852, -1.339], [3.645, -1.300, 0.459]]
}



(2)
{
  "formula": "C8H14N4S2",
  "method": "wB97M-V/def2-TZVPD",
  "homo_lumo_gap_ha": [0.21854, 0.21851],
  "charge": 0,
  "lumo_energy_ev": [-1.51, -1.51],
  "symbols": ["C", "C", "C", "C", "C", "C", "C", "C", "N", "N", "N", "N", "S", "S", "H", "H", "H", "H", "H", "H", "H", "H", "H", "H", "H", "H", "H", "H"],
  "positions_angstrom": [[1.880, 0.471, 0.535], [-0.606, -0.615, 2.050], [-0.226, 0.373, -0.718], [0.002, -1.058, -0.275], [-0.003, 0.467, -2.232], [-1.735, 0.797, -0.501], [0.695, -2.002, -1.173], [0.428, 0.680, 3.717], [0.880, 1.136, -0.136], [-0.510, -1.451, 0.895], [1.697, -0.047, 1.728], [0.503, 0.165, 2.329], [3.360, 0.388, -0.331], [-1.897, -0.748, 3.044], [-0.205, 1.556, -2.657], [-0.543, -0.076, -2.861], [1.137, 0.185, -2.512], [-1.715, 1.779, -0.856], [-1.933, 0.687, 0.523], [-2.401, 0.217, -1.002], [1.696, -1.611, -1.424], [0.249, -2.285, -2.123], [1.117, -2.941, -0.779], [-0.282, 0.177, 4.281], [1.431, 0.544, 4.141], [0.220, 1.691, 3.834], [1.116, 1.747, -0.887], [-0.684, -2.334, 1.296]]
}



(3)
{
  "formula": "C34H44CdN2O9SSi",
  "method": "wB97M-V/def2-TZVPD",
  "homo_lumo_gap_ha": 0.23613,
  "charge": -2,
  "lumo_energy_ev": 4.24,
  "symbols": ["Cd", "C", "O", "C", "C", "C", "C", "C", "C", "N", "N", "C", "O", "C", "C", "C", "C", "C", "C", "C", "O", "H", "H", "H", "H", "H", "H", "H", "H", "H", "H", "H", "H", "C", "C", "C", "C", "O", "Si", "S", "O", "C", "C", "C", "C", "O", "C", "C", "C", "C", "H", "H", "H", "H", "H", "H", "H", "H", "H", "H", "H", "H", "H", "H", "H", "H", "H", "H", "H", "H", "H", "H", "H", "H", "H", "H", "H", "O", "C", "C", "C", "C", "C", "C", "C", "O", "O", "H", "H", "H", "H", "H"],
  "positions_angstrom": [[1.308, -0.942, -0.946], [-2.804, -3.663, -0.299], [-2.355, -3.903, 1.019], [-1.023, -4.123, 1.267], [-0.768, -4.898, 2.379], [0.530, -5.257, 2.746], [1.564, -4.843, 1.938], [1.341, -4.027, 0.821], [2.521, -3.724, 0.016], [2.544, -2.888, -0.947], [3.731, -2.784, -1.655], [3.593, -1.891, -2.609], [2.584, -1.172, -2.880], [4.801, -1.724, -3.497], [6.006, -2.367, -3.230], [7.094, -2.193, -4.070], [6.991, -1.376, -5.190], [5.792, -0.731, -5.458], [4.704, -0.901, -4.613], [0.034, -3.558, 0.482], [-0.209, -2.702, -0.457], [-3.772, -4.167, -0.379], [-2.117, -4.062, -1.046], [-2.944, -2.599, -0.477], [-1.625, -5.235, 2.951], [0.707, -5.861, 3.627], [2.585, -5.136, 2.159], [3.439, -4.276, 0.245], [6.064, -2.999, -2.355], [8.030, -2.695, -3.850], [7.844, -1.240, -5.846], [5.705, -0.086, -6.324], [3.764, -0.400, -4.788], [-1.995, -0.462, -1.824], [-1.794, 1.443, -0.047], [-2.554, 0.643, 1.029], [-1.533, 1.873, -2.542], [-0.351, 0.919, 0.006], [0.782, 1.560, 1.024], [2.563, 0.572, 0.523], [0.273, 1.305, 2.579], [0.508, 0.282, 3.528], [0.271, -1.089, 2.899], [-0.497, 0.522, 4.653], [1.930, 0.397, 4.066], [1.072, 3.166, 0.891], [0.672, 4.388, 1.481], [0.169, 5.268, 0.340], [1.924, 4.984, 2.120], [-0.423, 4.231, 2.530], [-2.674, -0.795, -2.616], [-2.141, -1.086, -0.951], [-0.605, -1.679, -2.267], [-3.595, 0.973, 1.040], [-2.105, 0.883, 1.989], [-2.520, -0.440, 0.895], [-1.943, 1.700, -3.542], [-0.475, 1.625, -2.553], [-1.621, 2.922, -2.282], [-0.715, -1.123, 2.437], [0.330, -1.882, 3.650], [1.017, -1.292, 2.130], [-1.515, 0.413, 4.277], [-0.383, 1.535, 5.044], [-0.344, -0.192, 5.466], [2.651, 0.277, 3.257], [2.115, -0.373, 4.820], [2.075, 1.378, 4.524], [0.946, 5.359, -0.421], [-0.095, 6.267, 0.702], [-0.702, 4.786, -0.101], [2.705, 5.113, 1.370], [2.298, 4.310, 2.891], [1.705, 5.954, 2.576], [-1.261, 3.683, 2.101], [-0.756, 5.227, 2.839], [-0.054, 3.695, 3.405], [-4.567, -0.949, -1.456], [-4.818, 0.403, -1.586], [-6.147, 0.815, -1.681], [-6.476, 2.157, -1.703], [-5.455, 3.093, -1.619], [-4.140, 2.668, -1.550], [-3.764, 1.318, -1.562], [-2.256, 1.011, -1.502], [-1.850, 2.722, 0.154], [-0.671, -0.715, -2.326], [-5.412, -1.393, -1.327], [-6.924, 0.056, -1.721], [-7.514, 2.460, -1.771], [-5.677, 4.152, -1.596], [-3.342, 3.383, -1.423]]
}